Record 1
Here is a molecular structure, C48H43AsBIN4O5Sn from the Open Molecules 2025 dataset. Energies are from wB97M-V/def2-TZVPD.

The geometry in XYZ format:
```
104
Properties=species:S:1:pos:R:3:forces:R:3:mulliken_charge:R:1
Sn 3.328762 -0.339844 0.779449 -0.075 -0.087 -0.059 0.592
C 4.176967 -0.791791 -2.249789 -0.009 0.091 -0.012 -1.130
C 3.155838 -1.875218 -2.450581 0.008 0.042 -0.021 0.856
N 3.178382 -2.473406 -3.635083 0.017 -0.042 0.014 -0.586
C 2.341842 -3.466069 -3.899413 -0.016 0.030 -0.017 -1.271
C 1.431080 -3.944059 -2.974773 0.013 -0.003 0.005 0.781
C 0.484921 -5.056906 -3.321185 -0.125 -0.048 0.034 -0.676
O -0.410497 -5.238388 -2.217879 0.071 0.003 -0.006 -0.462
C 1.380802 -3.316705 -1.734999 0.031 -0.028 0.089 0.069
C 0.452060 -3.793860 -0.691604 0.022 0.031 -0.001 -0.592
N -0.567399 -3.108902 -0.256887 0.029 0.091 -0.068 0.854
C -1.336711 -3.608190 0.868775 0.073 -0.020 0.012 0.103
C -2.693657 -3.814546 0.665595 0.007 -0.033 0.043 -0.191
C -3.485245 -4.288642 1.696904 -0.020 0.008 -0.039 -0.968
C -2.916253 -4.552803 2.931620 -0.019 -0.023 0.029 -0.853
C -1.560676 -4.353292 3.134359 0.066 -0.016 0.005 -0.472
C -0.753986 -3.879400 2.107014 -0.185 -0.033 -0.118 -0.268
I 1.281837 -3.690801 2.506765 0.122 0.028 0.107 0.230
C 2.234727 -2.237253 -1.453649 -0.065 -0.093 0.056 0.332
O 2.110779 -1.608309 -0.269762 -0.040 0.075 -0.159 -0.537
H 4.768563 -0.707648 -3.158345 -0.008 -0.008 -0.003 0.500
H 4.872514 -1.027603 -1.439371 0.010 -0.009 0.001 0.268
H 3.722701 0.189459 -2.068890 -0.012 -0.071 0.045 0.144
H 2.400725 -3.896238 -4.893088 -0.001 -0.013 0.003 0.465
H 1.030377 -5.979308 -3.527091 0.032 0.010 0.016 0.468
H -0.094991 -4.798262 -4.209154 0.042 0.000 -0.029 0.322
H -0.572256 -6.177476 -2.075954 -0.036 0.010 -0.020 0.328
H 0.690969 -4.696424 -0.145097 -0.010 -0.006 -0.011 0.760
H -3.125392 -3.612953 -0.306210 -0.002 -0.003 -0.001 0.506
H -4.540025 -4.458869 1.531241 0.001 0.003 -0.006 0.469
H -3.526941 -4.927036 3.742324 0.011 0.000 0.007 0.477
H -1.119325 -4.574013 4.096406 -0.004 0.000 0.005 0.512
N -1.115990 4.965410 -1.493688 -0.043 -0.008 0.022 -0.190
C 0.211672 4.840965 -1.730448 0.111 0.005 -0.050 -0.269
O 0.872130 5.628907 -2.366358 -0.029 0.024 0.032 -0.609
C 0.873940 3.603310 -1.169311 -0.024 -0.007 -0.015 0.786
C 2.204244 3.700495 -0.785545 0.022 -0.024 -0.006 -0.913
C 2.831581 2.578208 -0.287778 -0.051 0.037 0.061 -0.824
N 2.202504 1.398914 -0.187779 0.091 -0.001 0.008 0.335
C 0.930510 1.295869 -0.581175 -0.056 0.031 -0.031 -0.353
C 0.228970 2.377213 -1.074877 0.001 -0.004 0.073 0.175
H -1.560360 5.822751 -1.783700 0.003 -0.010 -0.011 0.274
H -1.588521 4.387928 -0.820885 -0.011 0.011 -0.015 0.150
H 2.732640 4.638453 -0.883891 -0.011 0.004 -0.002 0.582
H 3.860311 2.609053 0.051783 0.005 0.021 -0.032 0.620
H 0.481789 0.314018 -0.488957 0.041 -0.004 -0.021 0.392
H -0.798132 2.254123 -1.392222 -0.018 -0.029 -0.010 0.099
C 1.753215 4.859718 2.803646 -0.013 0.002 0.007 -0.660
C 0.537944 4.240917 2.541788 0.017 -0.005 0.008 -0.710
C 0.431464 2.857030 2.596190 0.013 0.073 0.008 0.112
C 1.547647 2.096458 2.922484 -0.027 -0.011 0.018 0.806
C 2.767086 2.713557 3.186460 0.012 0.038 0.013 -0.703
C 2.866118 4.097241 3.130765 0.014 -0.021 0.016 -0.760
As 1.484527 0.169781 2.848878 0.073 -0.069 -0.084 1.084
C -0.296343 -0.374236 3.296197 0.013 -0.065 0.120 -0.505
C -1.447376 -0.286789 2.534289 0.002 0.029 -0.045 0.525
C -2.643024 -0.759258 3.060471 -0.010 0.011 0.038 -1.067
C -2.669789 -1.302137 4.338391 0.023 0.014 -0.003 -1.224
C -1.510438 -1.395020 5.098027 -0.018 0.020 -0.033 -0.532
C -0.304684 -0.939162 4.580495 0.076 0.029 0.015 0.433
C 1.009693 -1.007338 5.263451 -0.027 -0.013 -0.051 0.454
C 1.245408 -1.555589 6.517105 0.020 0.005 -0.001 -0.728
C 2.537667 -1.586189 7.024745 -0.009 0.008 -0.023 -0.840
C 3.603651 -1.081676 6.290876 -0.004 0.003 0.006 -0.820
C 3.384525 -0.532695 5.033498 0.000 0.013 0.038 -1.018
C 2.092237 -0.493064 4.538796 -0.105 0.018 0.045 0.714
H 1.829053 5.938324 2.770373 0.000 0.003 -0.002 0.459
H -0.335085 4.839932 2.315815 0.001 0.004 -0.005 0.488
H -0.525701 2.383009 2.414856 -0.007 -0.022 -0.005 0.370
H 3.637749 2.128673 3.466188 -0.013 0.000 -0.007 0.252
H 3.808381 4.578919 3.355913 0.001 0.005 0.000 0.450
H -1.428111 0.137478 1.538319 0.011 0.000 0.029 0.440
H -3.552826 -0.701966 2.477630 0.006 0.005 -0.015 0.536
H -3.605293 -1.659945 4.748289 0.002 0.006 0.005 0.448
H -1.554619 -1.819886 6.092322 0.003 -0.005 0.002 0.461
H 0.431824 -1.959107 7.105297 -0.005 -0.002 0.002 0.435
H 2.715964 -2.010966 8.003307 0.000 -0.001 0.000 0.432
H 4.604792 -1.114444 6.698400 0.000 -0.003 -0.001 0.448
H 4.220433 -0.140910 4.465948 -0.006 -0.010 -0.010 0.401
C -2.801221 1.614961 -6.014575 0.022 0.010 -0.031 -1.772
C -2.271468 2.436163 -4.829763 -0.002 -0.006 0.023 2.058
C -0.847021 2.919080 -5.136550 0.010 0.000 -0.022 -1.440
C -3.164119 3.662355 -4.640087 -0.041 0.000 -0.012 -2.012
C -2.261963 1.535182 -3.594679 -0.041 -0.015 -0.034 0.496
C -3.152372 1.716510 -2.530718 0.051 0.027 0.023 -0.357
C -3.184272 0.880284 -1.411391 0.028 0.034 -0.023 -1.562
C -2.282347 -0.154019 -1.405305 -0.002 -0.015 0.080 0.643
O -2.067849 -1.132875 -0.435552 -0.061 0.022 -0.086 -0.437
B -1.070190 -1.904453 -0.965713 0.030 -0.079 0.113 1.608
O -0.629585 -1.481910 -2.187881 -0.025 0.072 -0.022 -0.621
C -1.409221 -0.358312 -2.455593 0.039 -0.036 -0.052 -0.161
C -1.364001 0.458553 -3.554914 -0.026 -0.010 0.002 -1.104
H -2.817232 2.228149 -6.916625 0.001 0.003 0.002 0.471
H -3.816452 1.262676 -5.825251 0.004 0.001 0.007 0.403
H -2.170237 0.746422 -6.211741 -0.006 0.005 -0.008 0.313
H -0.862992 3.593279 -5.993269 -0.011 0.002 0.001 0.515
H -0.173901 2.099057 -5.389624 -0.003 -0.011 0.025 0.329
H -0.422135 3.466724 -4.292844 0.005 0.024 0.026 0.165
H -3.074000 4.310314 -5.511504 -0.002 0.000 -0.007 0.463
H -2.870004 4.242453 -3.762751 0.013 0.010 -0.011 0.307
H -4.218035 3.393287 -4.547466 0.017 -0.006 0.022 0.401
H -3.856363 2.534957 -2.567685 -0.009 -0.010 -0.005 0.584
H -3.889340 1.036750 -0.606148 0.004 -0.016 0.003 0.581
H -0.667551 0.262889 -4.358392 0.001 -0.004 -0.004 0.664
```
Forces are in eV/Å.

## Properties
- Kohn-Sham gap: 7.71 eV
- Strongest force on any atom: 0.004 Eh/bohr
- Charge: +2
- Energy relative to the best compared isomer or geometry (same formula, charge and spin): 0.0 kJ/mol
- Energy: -142110.8012 eV

Record 2
Here is a molecular structure, C48H43BIrN6OP from the Open Molecules 2025 dataset. Energies are from wB97M-V/def2-TZVPD.

The geometry in XYZ format:
```
101
Properties=species:S:1:pos:R:3:forces:R:3:mulliken_charge:R:1
Ir -0.760070 0.370301 -0.524768 0.634 -0.204 0.287 1.413
C -3.051021 1.689697 -5.209918 -0.013 -0.043 0.067 -1.471
C -1.899853 1.268365 -4.364065 -0.033 0.074 -0.144 0.292
C -0.604467 1.018237 -4.727497 0.123 -0.051 0.113 -0.935
C 0.101568 0.653851 -3.548132 -0.126 0.035 0.088 0.534
N -0.809457 0.711960 -2.503651 0.024 0.241 -0.146 -0.530
N -1.972935 1.070589 -3.026020 0.030 -0.013 -0.316 0.715
B -3.238958 1.103086 -2.120970 -0.483 0.022 -0.286 -0.930
N -2.996644 2.096876 -1.052202 -0.065 0.601 0.245 0.645
N -1.896513 2.003437 -0.253560 -0.422 0.127 -0.326 -0.345
C -1.942939 3.070254 0.606775 0.221 -0.167 0.208 0.374
C -3.111984 3.772523 0.336534 -0.111 0.060 0.113 -1.233
C -3.746760 3.148262 -0.711120 -0.093 0.306 0.000 0.816
C -5.005389 3.557001 -1.401737 0.050 -0.130 0.078 -1.391
C -0.935841 3.546298 1.576830 -0.230 -0.038 -0.251 0.588
C 0.110053 2.788999 2.072494 0.004 -0.038 0.189 0.975
C 1.064949 3.372472 2.897416 -0.132 -0.175 -0.004 -0.473
C 0.968369 4.702108 3.260443 0.080 0.034 0.033 -0.797
C -0.091834 5.461938 2.794562 -0.125 0.047 -0.037 -0.926
C -1.034247 4.886005 1.964541 0.057 0.210 -0.029 -0.848
N -3.364458 -0.262035 -1.517359 0.240 -0.486 0.121 0.470
N -2.315896 -0.835692 -0.834353 -0.376 -0.277 -0.001 -0.018
C -2.691222 -2.128431 -0.535019 0.248 0.105 0.050 0.306
C -3.988376 -2.292250 -1.002308 -0.085 -0.206 -0.115 -1.062
C -4.373248 -1.128182 -1.623392 -0.281 -0.063 -0.001 0.523
C -5.664170 -0.827723 -2.306710 0.053 0.003 0.012 -1.392
C -1.948330 -3.248543 0.085374 -0.116 0.406 0.018 1.026
C -0.567674 -3.336606 0.125396 0.185 -0.344 -0.264 1.014
C 0.058186 -4.449726 0.674164 -0.038 0.001 -0.197 -0.225
C -0.697016 -5.488452 1.190593 0.095 -0.058 0.052 -0.795
C -2.079686 -5.422484 1.135354 -0.164 0.036 -0.023 -0.930
C -2.698796 -4.316305 0.579688 -0.160 -0.078 0.273 -1.097
C 1.475294 0.293274 -3.519507 0.273 -0.072 0.054 0.988
C 2.173757 -0.163272 -2.356718 -0.267 0.201 -0.347 1.209
C 3.500128 -0.461859 -2.419977 0.291 0.042 -0.193 -0.270
C 4.195516 -0.349459 -3.645542 -0.114 0.036 0.050 -0.790
C 3.534595 0.073807 -4.809035 0.202 -0.054 0.052 -0.998
C 2.210551 0.390686 -4.754810 -0.208 -0.005 0.201 -0.941
H -2.707564 1.852328 -6.228474 0.002 0.000 0.000 0.392
H -3.492832 2.615243 -4.842432 0.015 -0.001 0.007 0.304
H -3.829611 0.927059 -5.229251 0.012 -0.006 0.014 0.301
H -0.218395 1.073086 -5.729409 -0.023 0.014 0.024 0.530
H -4.203284 1.390970 -2.747233 0.108 -0.075 -0.105 0.054
H -3.477650 4.638097 0.858841 0.028 -0.017 -0.034 0.528
H -5.391570 4.456247 -0.928984 -0.004 0.002 -0.014 0.413
H -5.771635 2.784382 -1.337207 0.018 -0.007 0.004 0.274
H -4.827255 3.772008 -2.455091 0.005 0.008 0.002 0.293
H 0.170912 1.734846 1.826468 -0.022 -0.010 0.137 0.064
H 1.903204 2.796810 3.250701 0.110 -0.202 0.095 0.332
H 1.717005 5.147968 3.901899 0.002 -0.020 -0.009 0.479
H -0.173197 6.507252 3.060330 -0.044 -0.026 0.025 0.417
H -1.840691 5.500142 1.593256 0.091 0.050 -0.008 0.297
H -4.574966 -3.192297 -0.949844 0.036 0.036 -0.033 0.476
H -6.333900 -1.676012 -2.191423 -0.001 0.001 -0.003 0.395
H -5.521218 -0.651369 -3.373033 0.013 0.001 0.007 0.280
H -6.147547 0.050077 -1.878912 0.015 -0.003 0.008 0.293
H 0.025923 -2.557006 -0.308223 0.141 0.061 -0.091 -0.102
H 1.136871 -4.519102 0.679172 0.010 0.035 0.019 0.215
H -0.210365 -6.353028 1.622514 -0.007 -0.002 -0.021 0.497
H -2.677555 -6.238245 1.518587 -0.022 0.024 -0.003 0.447
H -3.778832 -4.280745 0.552047 0.045 -0.041 0.099 0.323
H 1.648943 -0.287083 -1.426546 -0.016 0.038 0.068 -0.278
H 4.030506 -0.791917 -1.536235 -0.018 -0.011 -0.024 0.716
H 5.248676 -0.598670 -3.687678 -0.009 0.009 0.005 0.483
H 4.075582 0.150416 -5.742197 0.007 -0.002 0.012 0.468
H 1.713297 0.722819 -5.652309 0.047 0.004 0.008 0.377
O 0.681179 -0.674523 0.477490 0.172 0.316 0.705 -0.586
P 1.765304 -0.732479 1.615356 -0.096 -0.416 -0.215 0.697
C 1.007706 -1.015482 3.190355 -0.291 0.119 0.027 0.510
C 0.096774 -2.080562 3.234019 -0.007 0.077 0.101 -0.343
C -0.599608 -2.339490 4.400785 0.084 -0.001 0.010 -0.767
C -0.386452 -1.548740 5.526647 -0.004 -0.056 -0.035 -0.705
C 0.530373 -0.509323 5.490227 0.046 -0.002 0.085 -0.879
C 1.237955 -0.245790 4.328020 -0.059 0.103 -0.103 -0.307
C 2.778043 0.737299 1.505239 -0.103 0.157 -0.219 1.421
C 2.436314 1.750802 0.610968 0.121 -0.117 -0.215 0.186
C 3.276461 2.830431 0.402239 0.102 -0.049 -0.033 -1.196
C 4.475953 2.903942 1.098914 -0.050 0.045 -0.022 -0.905
C 4.818006 1.915077 2.012624 0.015 -0.062 0.028 -0.711
C 3.980742 0.827320 2.209139 -0.041 0.013 0.089 -0.509
C 2.796754 -2.137702 1.272858 0.079 -0.156 -0.148 1.862
C 2.841283 -2.687235 -0.009372 0.167 0.063 0.088 -0.540
C 3.686253 -3.754652 -0.270786 -0.008 0.020 -0.027 -0.967
C 4.478077 -4.277057 0.745096 0.010 -0.006 0.003 -0.851
C 4.434153 -3.732484 2.022252 -0.037 0.020 0.027 -0.829
C 3.591236 -2.665076 2.292995 -0.030 -0.048 -0.103 -1.057
H -0.056557 -2.704188 2.362547 -0.040 0.069 0.112 0.278
H -1.298605 -3.164344 4.437405 -0.003 0.007 0.007 0.512
H -0.925480 -1.755698 6.441701 -0.024 0.014 -0.018 0.443
H 0.694655 0.099353 6.369390 0.037 -0.034 -0.005 0.503
H 1.963635 0.551253 4.317861 0.076 0.201 -0.050 0.356
H 1.488374 1.719309 0.069559 0.175 -0.014 -0.027 0.232
H 3.003481 3.611620 -0.295332 -0.017 -0.009 0.025 0.556
H 5.147326 3.735425 0.927553 -0.022 0.004 0.036 0.484
H 5.748664 1.982104 2.560182 -0.015 -0.008 0.000 0.501
H 4.264761 0.048194 2.906234 0.055 0.013 -0.020 0.450
H 2.207657 -2.289620 -0.793553 0.037 -0.130 0.076 0.399
H 3.722344 -4.186879 -1.262676 -0.020 -0.031 0.020 0.537
H 5.124762 -5.120783 0.544223 0.015 0.015 -0.011 0.465
H 5.046596 -4.145359 2.812248 0.002 -0.015 -0.012 0.498
H 3.543849 -2.257945 3.296462 -0.030 -0.040 0.006 0.504
```
Forces are in eV/Å.

## Properties
- Kohn-Sham gap (alpha / beta): 6.14 / 3.88 eV
- Spin multiplicity: 2
- Strongest force on any atom: 0.015 Eh/bohr
- Charge: +3
- Energy: -74243.1890 eV